Entry 1:
11
Properties=species:S:1:pos:R:3 method="wB97M-V/def2-TZVPD" homo_lumo_gap_ev=8.365 max_force_ha_per_bohr=0.1548 de_lowest_kcal_mol=53.6 homo_energy_ev=-8.0 e_lumo_ev=0.39
C 0.23 -1.45 0.12
C 0.15 -0.31 -0.74
S 0.73 -0.62 -2.31
N -0.11 0.84 -0.30
N -0.66 1.30 0.90
H -0.60 -1.61 0.91
H 0.27 -2.35 -0.45
H 1.27 -1.21 0.68
H 0.33 1.66 -0.93
H 0.00 1.87 1.29
H -1.60 1.88 0.84


Entry 2:
88
Properties=species:S:1:pos:R:3 method="wB97M-V/def2-TZVPD" total_charge=-1 homo_lumo_gap_ev="3.475 / 3.394" s_squared=0.826 max_force_ha_per_bohr=0.0718 de_lowest_kcal_mol=71.1 multiplicity=2 homo_energy_ev="-1.0 / -1.0" e_lumo_ev="2.45 / 2.41"
Ce 2.08 -0.34 1.21
Cl 4.62 0.07 1.16
P -0.44 0.03 -0.11
C 1.13 -0.33 -1.15
H 1.04 -0.20 -2.28
H 1.18 -1.42 -1.03
C -0.93 0.85 1.64
C -1.32 -1.63 -0.06
C -2.36 1.44 1.77
H -0.86 0.02 2.37
C -2.64 1.89 3.22
H -2.45 2.31 1.12
H -3.12 0.71 1.46
C -1.60 2.86 3.76
H -3.64 2.35 3.26
H -2.67 0.99 3.84
C -0.16 2.40 3.49
H -1.74 3.83 3.27
H -1.74 3.01 4.84
C 0.08 1.96 2.05
H 0.54 3.20 3.76
H 0.09 1.57 4.16
H -0.05 2.81 1.37
H 1.16 1.67 1.97
C -1.44 1.05 -1.36
C -1.42 -2.13 -1.52
H -0.58 -2.26 0.48
C -1.94 -3.58 -1.60
H -2.06 -1.46 -2.10
H -0.42 -2.07 -1.99
C -3.21 -3.78 -0.79
H -2.12 -3.80 -2.65
H -1.15 -4.26 -1.26
C -3.16 -3.22 0.64
H -4.03 -3.27 -1.31
H -3.46 -4.84 -0.75
C -2.67 -1.77 0.69
H -4.14 -3.29 1.11
H -2.48 -3.83 1.25
H -3.42 -1.11 0.24
H -2.56 -1.45 1.74
C -1.05 2.57 -1.31
H -1.03 0.66 -2.31
C -1.58 3.34 -2.51
H -1.40 3.01 -0.36
H 0.04 2.64 -1.28
C -3.07 3.17 -2.68
H -1.30 4.39 -2.39
H -1.05 2.96 -3.39
C -3.54 1.72 -2.63
H -3.58 3.74 -1.91
H -3.37 3.61 -3.63
C -2.97 0.96 -1.41
H -4.64 1.66 -2.61
H -3.20 1.20 -3.52
H -3.41 1.38 -0.50
H -3.30 -0.08 -1.45
C 2.54 2.52 -1.72
C 2.26 1.68 -2.76
H 1.72 2.97 -1.12
C 3.34 1.02 -3.55
H 1.20 1.45 -3.00
C 4.70 1.00 -2.82
H 3.07 0.00 -3.81
H 3.48 1.54 -4.53
C 5.03 2.29 -2.09
H 4.69 0.15 -2.06
H 5.50 0.73 -3.50
C 3.91 2.79 -1.15
H 5.95 2.18 -1.56
H 5.19 3.07 -2.88
H 4.03 2.18 -0.22
H 4.14 3.84 -0.83
C 3.55 -3.82 0.37
C 2.82 -3.85 1.61
C 2.47 -4.87 2.52
C 1.68 -4.29 3.48
C 1.52 -2.94 3.20
C 0.72 -1.90 3.77
N 2.22 -2.64 2.04
H 3.85 -4.89 0.12
H 4.47 -3.18 0.47
H 2.90 -3.41 -0.44
H 2.80 -5.90 2.40
H 1.20 -4.77 4.33
H -0.22 -1.79 3.16
H 0.47 -2.15 4.82
H 1.32 -0.96 3.73


Entry 3:
16
Properties=species:S:1:pos:R:3 method="wB97M-V/def2-TZVPD" total_charge=+1 homo_lumo_gap_ev=11.194 max_force_ha_per_bohr=0.0496 de_lowest_kcal_mol=16.8 homo_energy_ev=-14.4 e_lumo_ev=-3.20
C 1.72 0.98 -0.90
N -0.27 1.46 2.20
C 0.24 1.03 1.03
N 1.25 1.57 0.37
H 1.34 1.59 -1.74
H 1.28 -0.03 -0.99
H 2.82 1.00 -0.88
H 0.09 2.22 2.71
H -1.03 0.92 2.59
H -0.26 0.17 0.62
H 1.88 2.22 0.82
O -1.02 -1.39 -0.60
C -1.46 -2.44 -1.08
O -2.76 -2.73 -0.93
H -0.82 -3.10 -1.68
H -3.00 -3.48 -1.54


Entry 4:
15
Properties=species:S:1:pos:R:3 method="wB97M-V/def2-TZVPD" homo_lumo_gap_ev=10.619 max_force_ha_per_bohr=0.0468 de_lowest_kcal_mol=17.7 homo_energy_ev=-10.1 e_lumo_ev=0.48
C 0.33 -0.69 -1.40
C 0.81 0.14 -0.23
N 2.08 0.29 0.16
O -0.08 0.83 0.27
H 1.02 -1.43 -1.83
H 0.03 0.08 -2.10
H -0.51 -1.27 -1.04
H 2.42 0.97 0.81
H 2.81 -0.35 -0.13
O -0.99 -1.23 2.42
H -0.06 -1.39 2.40
H -1.17 -0.31 2.39
O -2.51 1.58 -0.84
H -1.68 2.00 -0.56
H -2.50 0.78 -0.32